[1]
Density functional theory data (ωB97M-V/def2-TZVPD) for C5H12N2 in the gas phase.

Geometry as XYZ:
```
19
C5H12N2 | the OMol25 dataset | ωB97M-V/def2-TZVPD
C 1.21205 -0.48005 2.20373
C 0.87519 -0.84621 0.60794
C 0.98722 0.26494 -0.36081
C -0.01375 1.35567 -0.63116
N -1.37531 0.78594 -0.64556
C -1.55320 -0.38620 -1.50501
N -2.61090 -1.08071 -1.97575
H 0.53710 0.25033 2.69398
H 2.23742 0.07447 2.39467
H 1.23527 -1.45790 2.89239
H 1.54305 -1.66806 0.48446
H -0.12008 -1.24738 0.63843
H 1.98175 0.72982 0.02444
H 1.08780 -0.29473 -1.32933
H 0.22178 1.83185 -1.57089
H 0.08379 2.21162 0.16926
H -2.20534 1.38709 -0.54161
H -0.72122 -0.34314 -2.29827
H -3.40262 -1.08735 -1.25091
```

The multiplicity is 1. The HOMO-LUMO gap comes out at 0.367 hartree. Its SMILES is [H]/N=C\NCCCC. Its charge is 0. The LUMO energy comes out at 0.03522 Eh.


[2]
Density functional theory data (ωB97M-V/def2-TZVPD) for a 2-piece molecular cluster, C5H15NO2 overall.

Geometry as XYZ:
```
23
C5H15NO2 | the OMol25 dataset | ωB97M-V/def2-TZVPD
C -0.13960 0.42198 1.35795
O -0.53792 0.66816 2.73433
C 1.07488 -0.42944 0.98048
C 1.16132 -0.60000 -0.54515
C -0.09040 -1.06923 -1.40117
C -0.15767 -0.24485 -2.69637
N 0.45670 -1.09119 -3.78733
H 0.12208 1.45687 1.08900
H -1.05254 0.16714 0.82629
H 0.26488 0.71710 3.24253
H 0.92709 -1.42929 1.43038
H 2.00074 0.11829 1.19413
H 1.94655 -1.30983 -0.84919
H 1.51816 0.34082 -0.98604
H -1.05538 -1.00780 -0.88945
H 0.14158 -2.11614 -1.55707
H 0.41396 0.67848 -2.63330
H -1.17182 -0.18333 -3.09012
H 0.20192 -0.72901 -4.69291
H 1.44403 -1.22301 -3.62776
H -2.27616 2.98962 4.90502
H -2.35749 1.67114 4.17196
O -2.83492 2.20354 4.82378
```

The multiplicity is 1. The HOMO-LUMO gap comes out at 0.367 hartree. Its SMILES is NCCCCCO.O. Its charge is 0. The LUMO energy comes out at 0.02780 Eh.


[3]
Density functional theory data (ωB97M-V/def2-TZVPD) for a 2-piece molecular cluster, C2H4N2O2 overall.

Geometry as XYZ:
```
10
C2H4N2O2 | the OMol25 dataset | ωB97M-V/def2-TZVPD
C -0.11200 1.72681 -0.28743
C -1.16706 -0.45800 0.06900
N 1.84635 -1.24429 0.00653
N -0.94406 0.90716 -0.08943
O 0.53042 2.68498 -0.42438
O 2.13897 -0.37217 -0.74393
H -2.25019 -0.57991 0.29402
H -0.78173 -0.82276 1.02462
H -0.66320 -1.07429 -0.69337
H 1.40250 -0.76753 0.84439
```

The multiplicity is 1. The HOMO-LUMO gap comes out at 0.345 hartree. Its SMILES is CN=C=O.N=O. Its charge is 0. The LUMO energy comes out at -0.01860 Eh.


[4]
Density functional theory data (ωB97M-V/def2-TZVPD) for a 3-piece molecular cluster, C2H8BrN4O2 overall.

Geometry as XYZ:
```
17
C2H8BrN4O2 | the OMol25 dataset | ωB97M-V/def2-TZVPD
Br 3.95744 -1.36679 -0.46894
C 0.75285 2.98545 0.85833
O 0.22979 3.98939 1.19312
N 1.52876 2.31512 1.66958
N 0.61923 2.33127 -0.25466
H 1.72336 2.82136 2.52160
H 2.04504 1.59405 1.18625
H 1.24019 1.54465 -0.38012
H 0.12666 2.83220 -0.98030
C -1.94647 -2.72705 -0.52891
O -2.89696 -3.44719 -0.34359
N -0.90797 -3.01842 -1.22606
N -1.88112 -1.49776 -0.23915
H -0.72452 -3.91335 -1.65679
H -0.10774 -2.40227 -1.21705
H -1.03515 -0.94734 -0.27769
H -2.72339 -1.09331 0.14437
```

The multiplicity is 1. The HOMO-LUMO gap comes out at 0.266 hartree. Its charge is -1. The LUMO energy comes out at 0.10863 Eh.


[5]
Density functional theory data (ωB97M-V/def2-TZVPD) for C21H29AgN4OS2 as an isolated structure.

Geometry as XYZ:
```
58
C21H29AgN4OS2 | the OMol25 dataset | ωB97M-V/def2-TZVPD
Ag 2.21661 -0.39440 -0.70883
O 2.58657 -0.23445 1.57721
N 2.33996 0.91656 2.13751
C 2.04068 0.95687 3.49814
C 1.80532 2.17357 4.11365
C 1.85334 3.39330 3.35575
C 2.15624 3.33992 2.00336
C 2.41115 2.08285 1.33901
S 2.77433 2.06705 -0.29678
H 2.04235 -0.00701 3.99697
H 1.58784 2.19089 5.17677
H 1.65680 4.33216 3.86016
H 2.20736 4.22991 1.38706
N 3.97602 -1.44405 -1.33093
C 5.10925 -1.20794 -1.15855
C 6.47025 -0.90186 -0.95540
C 7.22932 -0.36399 -2.00930
C 8.55942 -0.04238 -1.78392
C 9.12601 -0.23777 -0.51559
C 8.37097 -0.80252 0.53366
C 7.03752 -1.13255 0.31728
H 6.74531 -0.19843 -2.97157
H 9.16123 0.37198 -2.59700
H 10.16886 0.00015 -0.34138
H 8.81900 -0.97693 1.51004
H 6.40673 -1.53983 1.10628
C -3.61509 1.05726 2.23229
C -4.72114 -0.02046 2.36040
C -4.88194 -0.92213 1.10217
C -3.79473 -1.99650 0.97219
N -2.46916 -1.49712 0.54407
C -2.00487 -1.05985 -0.65180
S -0.54012 -0.12377 -0.69240
N -2.65066 -1.23590 -1.82140
C -3.89053 -1.91685 -2.20522
C -4.39248 -1.36987 -3.54016
C -5.05110 0.02760 -3.42710
C -4.11083 1.18908 -3.01431
H -3.60344 1.73641 3.09125
H -3.76759 1.67584 1.33822
H -2.60889 0.62563 2.15678
H -5.68557 0.49583 2.52958
H -4.54161 -0.65488 3.25213
H -4.92060 -0.28764 0.19441
H -5.85191 -1.44869 1.15319
H -4.10326 -2.80738 0.28749
H -3.62050 -2.46042 1.96070
H -1.83169 -1.26042 1.29407
H -2.13381 -0.82973 -2.59050
H -4.64647 -1.76287 -1.41067
H -3.70454 -3.00575 -2.28070
H -5.14883 -2.08367 -3.90340
H -3.58194 -1.36447 -4.29862
H -5.89313 -0.05039 -2.70719
H -5.51762 0.27383 -4.39898
H -3.70583 1.08411 -1.99781
H -4.62072 2.16711 -3.06950
H -3.24790 1.25488 -3.70277
```

The multiplicity is 1. The HOMO-LUMO gap comes out at 0.245 hartree. Its charge is 0. The LUMO energy comes out at 0.00651 Eh.


[6]
Density functional theory data (ωB97M-V/def2-TZVPD) for a 2-piece molecular cluster, C4H11NOS2 overall.

Geometry as XYZ:
```
19
C4H11NOS2 | the OMol25 dataset | ωB97M-V/def2-TZVPD
C -1.67364 0.91569 -0.82116
S -1.42800 -0.88419 -0.99328
S -0.89566 -1.41539 0.94676
C 0.01442 -2.90624 0.47566
H -2.63396 1.15983 -1.26157
H -1.70804 1.11376 0.24610
H -0.83397 1.45406 -1.23664
H 0.90716 -2.63741 -0.07605
H 0.26596 -3.40192 1.40851
H -0.63156 -3.57491 -0.08633
C 1.37801 2.54599 0.53698
N 2.24150 1.98693 -0.34502
C 2.07102 0.64331 -0.84507
O 0.53401 1.93655 1.15549
H 1.56247 3.62242 0.69582
H 2.95841 2.59307 -0.70584
H 1.70715 -0.00453 -0.04752
H 3.03940 0.24454 -1.15151
H 1.37893 0.57205 -1.68615
```

The multiplicity is 1. The HOMO-LUMO gap comes out at 0.308 hartree. Its SMILES is CNC=O.CSSC. Its charge is 0. The LUMO energy comes out at 0.02701 Eh.


[7]
Density functional theory data (ωB97M-V/def2-TZVPD) for a 7-piece molecular cluster, C13H25N6O16S overall.

Geometry as XYZ:
```
61
C13H25N6O16S | the OMol25 dataset | ωB97M-V/def2-TZVPD
O 0.96855 -0.38111 1.11336
S 1.95621 -0.34293 -0.11528
O 1.74757 -1.58918 -1.05650
O 3.56196 -0.54133 0.52251
C 1.96549 1.29515 -1.02356
O 0.91265 1.45522 -2.03847
C -0.37912 1.08601 -1.41842
C -1.02595 2.00462 -0.22173
C -2.44020 1.51672 0.45684
C -3.12994 0.12223 -0.10578
C -2.48659 -0.81401 -1.30636
C -1.07745 -0.31151 -1.97681
H 3.01159 1.52894 -1.54869
H 1.80513 2.13651 -0.21278
H -0.46918 2.97635 0.15284
H -2.87158 2.17954 1.32959
H -4.14751 -0.27979 0.36580
H -2.95235 -1.81778 -1.69515
H -0.51208 -0.91608 -2.82782
C -6.50434 -2.91206 1.61676
N -5.68985 -1.66779 1.65946
O -4.74611 -1.63605 2.45783
O -6.02097 -0.75791 0.89033
H -6.10196 -3.62280 2.34184
H -7.53156 -2.64246 1.87048
H -6.43782 -3.31497 0.60412
C 0.42367 -4.54212 -3.84533
N -0.38718 -3.40409 -4.35607
O -1.32415 -3.67304 -5.11686
O -0.06010 -2.27279 -3.97892
H 0.02550 -5.47226 -4.25650
H 1.45367 -4.38588 -4.17234
H 0.34767 -4.53833 -2.75610
C 4.64418 -2.35566 2.42027
N 5.83979 -2.79829 3.18711
O 6.91779 -2.83667 2.58255
O 5.66236 -3.09488 4.37439
H 4.94593 -2.12829 1.39556
H 3.92080 -3.17340 2.43663
H 4.24822 -1.46496 2.91228
C 0.63815 0.26227 4.16164
N 0.02345 1.55844 4.55599
O -0.43344 1.64292 5.70193
O 0.01682 2.45457 3.70394
H 0.57452 -0.42978 5.00414
H 0.07927 -0.12056 3.30529
H 1.68031 0.45751 3.90087
C 2.14313 1.09603 -5.47126
N 3.56589 1.00566 -5.04580
O 3.86203 1.49964 -3.95156
O 4.34539 0.44145 -5.82241
H 1.57470 1.61417 -4.69588
H 2.11434 1.65498 -6.40881
H 1.77360 0.07726 -5.60451
C -1.14222 5.81327 2.86770
N -1.80410 5.64508 1.54593
O -3.01747 5.87595 1.48693
O -1.08688 5.28588 0.60484
H -1.88889 6.13040 3.59893
H -0.71445 4.84834 3.14727
H -0.36691 6.57360 2.75371
```

The multiplicity is 1. The HOMO-LUMO gap comes out at 0.252 hartree. Its charge is -1. The LUMO energy comes out at 0.05534 Eh.


[8]
Density functional theory data (ωB97M-V/def2-TZVPD) for C5H7NO2S in the gas phase.

Geometry as XYZ:
```
16
C5H7NO2S | the OMol25 dataset | ωB97M-V/def2-TZVPD
C -2.42753 0.52694 0.67291
C -1.31955 0.55320 0.23686
C 0.69272 1.96738 0.04314
C 0.05937 0.60184 -0.15323
C 0.60588 -1.49179 1.17552
N 0.91421 -0.06775 0.89164
O 2.75980 -0.46117 -0.70612
O 2.07337 1.82408 0.00955
S 2.52413 0.24913 0.49291
H -3.44910 0.32549 0.81918
H 0.43102 2.61120 -0.79190
H 0.42856 2.25219 1.14996
H 0.22182 0.19351 -1.21405
H 0.97603 -1.91400 0.30821
H 1.17739 -1.97116 1.92212
H -0.44601 -1.67206 1.14899
```

The multiplicity is 1. The HOMO-LUMO gap comes out at 0.390 hartree. Its charge is 0. The LUMO energy comes out at 0.03064 Eh.